Below is a 3-piece molecular cluster, C26H31N2O9 overall in a non-equilibrium geometry, with properties calculated with ωB97M-V/def2-TZVPD.

Results
LUMO energy (spin up / spin down)	-0.05735 / -0.05735	Eh
E	-1795.68002	Eh
highest occupied orbital energy (spin up / spin down)	-8.2 / -8.2	eV
2S+1	2
molecular weight	515.5	g/mol
<S²>	0.754
gap between HOMO and LUMO (spin up / spin down)	6.62 / 6.63	eV

CARTESIAN COORDINATES (ANGSTROEM)
C 3.33 0.72 3.65
C 2.80 1.25 2.68
C 2.02 1.95 1.47
N 0.73 1.18 1.38
C -0.20 1.76 0.68
C -1.45 2.37 1.49
C -0.31 1.87 -0.88
C 2.89 1.65 0.16
C 3.40 2.88 -0.70
C 2.74 2.88 -2.18
C 4.96 2.54 -1.02
N 3.42 4.21 -0.07
O 4.58 4.56 0.42
C 2.28 4.56 0.80
C 0.96 5.06 0.07
C 2.78 5.84 1.66
C 1.86 3.48 1.90
H 3.42 0.10 4.58
H -2.32 1.65 1.54
H -1.81 3.26 0.87
H -1.12 2.73 2.51
H -1.39 1.69 -1.18
H 0.01 2.85 -1.32
H 0.29 1.05 -1.40
H 3.78 1.01 0.46
H 2.26 0.96 -0.50
H 2.17 3.83 -2.41
H 3.56 2.83 -2.97
H 2.09 1.98 -2.37
H 5.45 3.33 -1.65
H 4.91 1.60 -1.68
H 5.53 2.24 -0.09
H 0.83 6.19 0.23
H 0.00 4.61 0.49
H 0.92 4.91 -1.04
H 3.20 6.66 1.00
H 3.47 5.56 2.50
H 1.83 6.27 2.13
H 0.83 3.75 2.28
H 2.54 3.67 2.79
C 0.56 -3.34 -1.89
C 0.03 -4.52 -1.58
C -0.52 -4.80 -0.22
O -1.02 -5.89 0.01
C -0.42 -3.75 0.79
C 0.13 -2.56 0.48
C 0.64 -2.28 -0.89
O 1.11 -1.18 -1.14
O 0.23 -1.58 1.40
O -0.05 -5.52 -2.49
H 0.96 -3.12 -2.88
H -0.80 -3.97 1.77
H 0.65 -0.82 0.94
H -0.48 -6.26 -2.03
C -5.42 -3.82 -0.05
C -6.43 -4.02 -0.91
C -6.67 -5.35 -1.52
O -7.61 -5.50 -2.29
C -5.76 -6.45 -1.18
C -4.76 -6.25 -0.32
C -4.53 -4.92 0.31
O -3.61 -4.78 1.10
O -3.90 -7.24 0.01
O -7.26 -3.01 -1.26
H -5.23 -2.85 0.41
H -5.94 -7.41 -1.64
H -3.27 -6.85 0.64
H -7.90 -3.41 -1.88